Density functional theory data (ωB97M-V/def2-TZVPD) for 2 unconnected molecules or ions with the total composition C7H15NO.

Each line ends with the Mulliken charge.
Element x y z (Å)
C: -2.17570 0.99229 -0.17114  -1.0624
C: -0.52160 0.94663 -1.92944  -1.2778
N: -0.83630 0.56884 -0.55504  0.1899
C: -0.45338 -0.81664 -0.24813  0.3677
C: -1.12895 -1.48248 0.79237  -1.1292
H: -0.43374 -1.42853 -1.15522  0.2501
H: -2.35695 0.75440 0.87693  0.3435
H: -2.96892 0.51568 -0.76364  0.3127
H: -2.24111 2.07333 -0.30838  0.3244
H: -1.21034 0.47445 -2.64529  0.3641
H: -0.59515 2.03127 -2.02755  0.3908
H: 0.49369 0.63898 -2.16876  0.3610
H: -1.32573 -2.54091 0.72724  0.3161
H: -1.31381 -1.01919 1.75059  0.3451
C: 1.85136 -1.36246 1.30952  -1.2926
C: 1.40701 1.32143 0.57837  -1.0192
C: 1.37796 -0.74400 0.00205  0.6596
O: 2.01473 -0.95560 -1.01704  -0.5762
H: 1.16041 -1.14046 2.12250  0.3259
H: 1.93814 -2.44378 1.19864  0.3841
H: 2.47408 1.17562 0.68680  0.4571
H: 0.82465 1.28808 1.48871  0.2862
H: 1.17959 2.12941 -0.10029  0.3291
H: 2.84006 -0.97637 1.55620  0.3500

Summary:
- gap between HOMO and LUMO (spin up / spin down) (Eh) = 0.2714 / 0.2366
- multiplicity = 1
- highest occupied orbital energy (spin up / spin down) (eV) = -7.7950 / -7.4889
- energy (eV) = -11034.26038
- total charge = 0